# 1
C46H35Co2O10PS2 as an isolated structure at a distorted geometry. Source: the OMol25 dataset; level of theory: the ωB97M-V functional and the def2-TZVPD basis.

Last column: Mulliken charge in e.
Element x y z (Å)
C1 -0.49 -1.53 -2.42  -0.731
O1 -0.35 -0.46 -1.37  -0.293
C2 -0.41 -0.61 -0.05  0.049
S1 1.20 -0.24 0.77  1.462
C3 2.04 -1.80 1.14  -0.109
C4 1.45 -2.67 2.04  -0.464
C5 1.92 -3.98 2.15  -0.410
C6 3.05 -4.39 1.44  -0.531
C7 3.77 -3.43 0.74  -0.335
C8 3.29 -2.12 0.60  -0.490
O2 2.03 0.50 -0.18  -0.748
O3 0.90 0.34 2.07  -0.677
S2 -1.88 0.14 0.69  1.473
C9 -1.46 1.85 1.00  -0.088
C10 -1.77 2.28 2.29  -0.266
C11 -1.48 3.58 2.66  -0.571
C12 -0.87 4.45 1.74  -0.327
C13 -0.50 3.98 0.46  -0.706
C14 -0.78 2.65 0.09  -0.302
O4 -2.93 0.01 -0.29  -0.709
O5 -2.06 -0.36 2.05  -0.629
H1 0.26 -1.26 -3.17  0.232
H2 -0.32 -2.54 -2.02  0.256
H3 -1.50 -1.39 -2.81  0.264
H4 0.58 -2.34 2.62  0.491
H5 1.38 -4.68 2.78  0.365
H6 3.36 -5.43 1.45  0.358
H7 4.71 -3.71 0.26  0.346
H8 3.86 -1.37 0.06  0.397
H9 -2.22 1.60 3.00  0.373
H10 -1.75 3.88 3.68  0.331
H11 -0.68 5.49 2.03  0.312
H12 0.00 4.65 -0.23  0.341
H13 -0.47 2.27 -0.88  0.419
O6 -7.36 -5.66 2.42  -0.453
C15 -6.94 -5.49 1.36  0.013
Co1 -6.35 -5.62 -0.31  0.036
C16 -4.71 -6.38 -0.13  0.117
O7 -3.82 -7.06 0.15  -0.453
C17 -7.20 -7.15 -0.35  0.915
O8 -7.76 -8.14 -0.07  -0.535
C18 -7.06 -4.60 -1.57  -0.047
C19 -6.10 -3.88 -0.85  -0.475
C20 -5.35 -2.75 -0.70  -1.889
C21 -4.22 -2.89 0.20  1.726
C22 -4.21 -2.29 1.47  -0.527
C23 -3.16 -2.51 2.35  -0.463
C24 -2.08 -3.32 1.96  -0.457
C25 -2.14 -4.03 0.76  -0.941
C26 -3.19 -3.81 -0.12  -0.347
Co2 -6.29 -6.02 -2.77  0.423
C27 -4.58 -6.38 -2.93  0.125
O9 -3.47 -6.63 -3.18  -0.537
C28 -6.73 -5.10 -4.20  -0.145
O10 -7.01 -4.57 -5.19  -0.527
P1 -7.06 -7.85 -3.50  1.947
C29 -6.32 -9.46 -3.04  -0.096
C30 -6.71 -10.62 -3.72  -0.303
C31 -6.13 -11.85 -3.41  -0.720
C32 -5.16 -11.91 -2.40  -0.531
C33 -4.76 -10.76 -1.73  -0.715
C34 -5.33 -9.52 -2.05  0.054
C35 -8.85 -8.03 -3.13  -0.187
C36 -9.38 -9.21 -2.58  -0.352
C37 -10.75 -9.31 -2.35  -0.665
C38 -11.58 -8.21 -2.58  -0.550
C39 -11.04 -7.01 -3.05  -0.718
C40 -9.68 -6.93 -3.36  -0.328
C41 -6.98 -8.03 -5.33  0.182
C42 -8.12 -8.17 -6.12  -0.084
C43 -8.01 -8.15 -7.52  -0.663
C44 -6.75 -8.04 -8.11  -0.466
C45 -5.60 -8.00 -7.32  -0.652
C46 -5.71 -8.02 -5.93  -0.369
H14 -8.03 -4.17 -1.81  0.729
H15 -5.71 -1.81 -1.15  0.357
H16 -5.02 -1.61 1.74  0.354
H17 -3.22 -2.11 3.37  0.249
H18 -1.25 -3.45 2.65  0.587
H19 -1.37 -4.76 0.51  0.527
H20 -3.20 -4.25 -1.12  0.686
H21 -7.48 -10.57 -4.50  0.428
H22 -6.42 -12.74 -3.96  0.379
H23 -4.72 -12.87 -2.14  0.358
H24 -4.01 -10.80 -0.94  0.451
H25 -5.01 -8.60 -1.54  -0.117
H26 -8.73 -10.04 -2.34  0.447
H27 -11.16 -10.25 -1.98  0.366
H28 -12.65 -8.28 -2.39  0.335
H29 -11.67 -6.12 -3.19  0.391
H30 -9.27 -6.01 -3.79  0.339
H31 -9.10 -8.29 -5.66  0.295
H32 -8.91 -8.23 -8.13  0.373
H33 -6.66 -7.98 -9.19  0.347
H34 -4.61 -7.94 -7.78  0.378
H35 -4.81 -8.04 -5.31  0.308

Summary:
E_LUMO = 3.80 eV
2S+1 = 1
Total charge = -2
Orbital gap = 5.700 eV

---

# 2
A 4-piece molecular cluster, C46H35FN2O8S overall at a distorted geometry. Source: the OMol25 dataset; level of theory: the ωB97M-V functional and the def2-TZVPD basis.

Last column: Mulliken charge in e.
Element x y z (Å)
O1 -2.31 0.63 7.50  -0.665
C1 -2.96 0.98 6.54  0.625
C2 -2.32 1.10 5.19  0.237
C3 -0.98 0.79 5.05  -1.133
C4 -0.38 0.87 3.81  -0.322
C5 -1.12 1.27 2.70  0.097
C6 -2.46 1.60 2.84  -1.038
C7 -3.06 1.51 4.08  0.185
C8 -4.50 1.88 4.21  0.527
O2 -5.13 2.29 3.26  -0.656
C9 -5.14 1.74 5.55  0.153
C10 -6.49 2.04 5.69  -0.532
C11 -7.11 1.89 6.92  -0.498
C12 -6.38 1.44 8.02  -0.467
C13 -5.04 1.14 7.89  -0.569
C14 -4.41 1.29 6.66  0.168
H1 -0.41 0.47 5.92  0.510
H2 0.67 0.63 3.71  0.626
H3 -0.65 1.33 1.73  0.503
H4 -3.04 1.91 1.98  0.507
H5 -7.05 2.39 4.83  0.476
H6 -8.16 2.13 7.03  0.396
H7 -6.87 1.32 8.98  0.402
H8 -4.47 0.79 8.73  0.473
O3 1.84 -0.57 -5.11  -0.719
C15 1.22 0.12 -4.32  0.662
C16 0.11 0.99 -4.78  0.155
C17 -0.24 0.99 -6.13  -0.497
C18 -1.29 1.77 -6.57  -0.555
C19 -2.00 2.56 -5.67  -0.475
C20 -1.65 2.58 -4.33  -0.557
C21 -0.59 1.80 -3.88  0.247
C22 -0.22 1.84 -2.44  0.357
O4 -0.81 2.57 -1.67  -0.698
C23 0.87 0.94 -1.98  -0.176
C24 1.21 0.94 -0.63  -0.176
C25 2.21 0.09 -0.17  -0.317
C26 2.87 -0.75 -1.06  -1.062
C27 2.55 -0.74 -2.40  -0.383
C28 1.55 0.11 -2.87  0.509
H9 0.31 0.36 -6.82  0.487
H10 -1.56 1.76 -7.62  0.405
H11 -2.83 3.17 -6.02  0.403
H12 -2.19 3.19 -3.63  0.474
H13 0.69 1.59 0.05  0.604
H14 2.46 0.09 0.88  0.464
H15 3.65 -1.41 -0.69  0.436
H16 3.06 -1.39 -3.10  0.393
O5 1.08 -4.06 -3.42  -0.668
C29 1.22 -5.01 -4.17  0.454
C30 2.01 -4.89 -5.42  0.093
C31 2.62 -3.68 -5.72  -0.272
C32 3.39 -3.56 -6.87  -0.604
C33 3.55 -4.66 -7.72  -0.494
C34 2.94 -5.86 -7.43  -0.741
C35 2.16 -5.99 -6.28  0.429
C36 1.49 -7.29 -5.99  0.561
O6 1.58 -8.22 -6.76  -0.671
C37 0.72 -7.41 -4.73  0.176
C38 0.11 -8.62 -4.42  -0.578
C39 -0.60 -8.75 -3.24  -0.465
C40 -0.71 -7.68 -2.36  -0.492
C41 -0.11 -6.47 -2.66  -0.502
C42 0.60 -6.32 -3.85  0.134
H17 2.49 -2.84 -5.07  0.536
H18 3.86 -2.62 -7.11  0.474
H19 4.15 -4.56 -8.61  0.389
H20 3.05 -6.71 -8.08  0.481
H21 0.20 -9.45 -5.10  0.472
H22 -1.07 -9.70 -3.00  0.402
H23 -1.26 -7.79 -1.43  0.400
H24 -0.20 -5.63 -1.99  0.486
C43 1.89 5.88 1.68  -1.036
C44 0.72 5.53 2.64  -0.268
C45 1.15 5.30 4.08  -0.985
C46 1.55 3.83 4.39  0.251
N1 3.01 3.65 4.24  0.591
N2 3.71 3.52 5.49  -0.800
S1 3.37 2.42 3.22  1.093
O7 2.94 2.78 1.91  -0.454
O8 3.01 1.12 3.70  -0.606
F1 4.91 2.49 3.28  -0.240
H25 1.95 5.16 0.87  0.156
H26 1.73 6.85 1.21  0.332
H27 2.84 5.87 2.20  0.290
H28 0.19 4.67 2.25  0.097
H29 0.01 6.36 2.63  0.464
H30 0.31 5.53 4.74  0.436
H31 1.96 5.97 4.36  0.359
H32 0.99 3.20 3.71  -0.726
H33 1.25 3.60 5.41  0.557
H34 4.59 4.01 5.37  0.240
H35 3.18 4.00 6.20  0.262

Summary:
E_LUMO = -0.94 eV
2S+1 = 1
SMILES = O=C1c2ccccc2C(=O)c2ccccc21.O=C1c2ccccc2C(=O)c2ccccc21.O=C1c2ccccc2C(=O)c2ccccc21.CCCCN(N)S(=O)(=O)F
Orbital gap = 8.685 eV

---

# 3
C46H35FeN6O2S2Te as an isolated structure at a distorted geometry. Source: the OMol25 dataset; level of theory: the ωB97M-V functional and the def2-TZVPD basis.

Last column: Löwdin spin population.
Element x y z (Å)
Fe1 0.48 -0.48 0.94  -0.001
S1 2.44 7.55 0.08  0.021
N1 3.26 6.21 -0.41  -0.019
C1 2.23 4.17 0.36  0.058
C2 2.49 3.14 1.39  0.514
C3 3.93 2.99 1.65  0.031
C4 4.64 1.95 1.19  0.126
C5 3.87 0.81 0.61  0.019
N2 1.92 0.03 -0.36  0.006
C6 1.67 1.91 1.09  0.058
C7 0.26 2.28 0.62  0.007
N3 -0.57 1.23 0.71  -0.001
C8 -1.88 1.40 0.55  0.000
C9 -2.43 2.65 0.32  -0.001
C10 -1.58 3.72 0.15  0.001
C11 -0.21 3.54 0.25  0.002
C12 0.80 4.59 -0.17  0.015
N4 1.05 6.90 0.81  0.004
H1 4.44 3.83 2.10  0.004
H2 5.71 1.89 1.35  0.008
H3 3.58 0.17 1.45  0.005
H4 -2.49 0.51 0.61  0.000
H5 -3.50 2.76 0.25  0.000
H6 -1.98 4.70 -0.07  0.000
C13 5.42 -0.05 -2.82  0.003
C14 4.41 0.53 -1.89  0.020
C15 3.70 1.65 -2.20  0.001
C16 2.88 2.21 -1.19  0.023
C17 2.38 3.51 -1.05  0.022
O1 3.11 5.24 0.61  -0.005
C18 1.29 4.22 -1.59  0.012
C19 0.41 6.04 -0.11  0.003
C20 -0.44 6.61 -1.01  0.002
C21 -0.97 6.07 -2.21  -0.005
C22 -0.50 5.06 -3.02  0.008
C23 0.66 4.30 -2.80  -0.008
C24 2.56 1.31 -0.01  0.040
O2 1.55 0.91 2.01  0.010
C25 2.85 -0.83 -0.50  0.007
C26 4.23 -0.16 -0.56  0.003
C27 2.54 -2.20 -0.06  0.001
N5 1.58 -2.21 0.80  0.001
C28 1.03 -3.47 1.30  0.000
C29 0.47 -3.38 2.71  0.000
Te1 -0.44 -1.49 3.20  0.000
C30 0.89 -1.15 4.80  0.000
C31 1.80 -0.11 4.85  0.000
C32 2.62 0.01 5.97  0.000
C33 2.52 -0.90 7.01  0.000
C34 1.59 -1.93 6.96  0.000
C35 0.77 -2.06 5.85  0.000
C36 3.36 -3.33 -0.56  0.000
C37 4.13 -4.12 0.29  0.000
C38 4.93 -5.13 -0.23  0.000
C39 4.96 -5.35 -1.60  0.000
C40 4.20 -4.56 -2.46  0.000
C41 3.41 -3.54 -1.94  0.000
H7 5.44 0.46 -3.78  0.000
H8 5.23 -1.11 -2.98  0.001
H9 6.42 0.02 -2.37  0.001
H10 3.89 2.19 -3.12  0.000
H11 1.27 6.48 1.71  0.001
H12 -0.73 7.62 -0.77  0.000
H13 -1.81 6.63 -2.62  0.000
H14 -0.99 4.93 -3.97  0.001
H15 1.10 3.79 -3.64  -0.001
H16 5.05 -0.85 -0.35  0.000
H17 1.77 -4.27 1.24  0.000
H18 0.23 -3.73 0.60  0.000
H19 1.25 -3.49 3.47  0.000
H20 -0.26 -4.17 2.86  0.000
H21 1.88 0.58 4.02  0.001
H22 3.34 0.81 6.02  0.000
H23 3.16 -0.80 7.88  0.000
H24 1.50 -2.63 7.78  0.000
H25 0.02 -2.85 5.82  0.000
H26 4.12 -3.94 1.36  0.000
H27 5.53 -5.73 0.43  0.000
H28 5.58 -6.14 -2.01  0.000
H29 4.23 -4.73 -3.52  0.000
H30 2.82 -2.92 -2.60  0.000
S2 -0.82 -1.51 -0.77  0.000
C42 -2.29 -2.32 -0.43  0.000
N6 -2.79 -3.10 -1.42  0.000
C43 -3.95 -3.80 -1.35  0.000
C44 -4.70 -3.77 -0.22  0.000
C45 -4.23 -2.98 0.85  0.000
C46 -3.06 -2.28 0.75  0.000
H31 -2.25 -3.14 -2.27  0.000
H32 -4.22 -4.37 -2.23  0.000
H33 -5.62 -4.33 -0.15  0.000
H34 -4.80 -2.93 1.77  0.000
H35 -2.72 -1.66 1.57  0.000

Summary:
E_LUMO (alpha / beta) = -7.88 / -7.86 eV
2S+1 = 2
Total charge = +2
Orbital gap (alpha / beta) = 3.748 / 3.936 eV

---

# 4
C46H37NO2P2PdS as an isolated structure at a distorted geometry. Source: the OMol25 dataset; level of theory: the ωB97M-V functional and the def2-TZVPD basis.

Last column: Mulliken charge in e.
Element x y z (Å)
Pd1 -0.82 -0.94 -1.46  -0.996
S1 -4.45 1.59 -2.53  -0.260
C1 -3.27 2.08 -3.71  1.031
C2 -3.36 3.05 -4.71  -0.647
C3 -2.31 3.18 -5.58  -0.563
C4 -1.16 2.38 -5.47  -0.757
C5 -1.05 1.45 -4.46  -0.528
C6 -2.11 1.29 -3.58  -0.639
N1 -2.19 0.36 -2.58  0.121
C7 -3.35 0.37 -1.97  0.750
C8 -3.68 -0.69 -1.06  0.923
C9 -4.94 -0.82 -0.46  -0.735
C10 -5.26 -1.99 0.20  -0.990
C11 -4.33 -3.02 0.30  -0.654
C12 -3.06 -2.87 -0.25  -0.216
C13 -2.72 -1.71 -0.91  0.125
H1 -4.25 3.66 -4.81  0.502
H2 -2.37 3.89 -6.39  0.440
H3 -0.37 2.50 -6.19  0.478
H4 -0.18 0.82 -4.35  0.646
H5 -5.65 -0.02 -0.57  0.524
H6 -6.25 -2.12 0.61  0.458
H7 -4.60 -3.94 0.79  0.496
H8 -2.35 -3.69 -0.15  0.492
C14 1.39 -4.57 -0.68  -1.973
C15 1.29 -3.18 -1.23  1.058
O1 0.60 -2.33 -0.62  0.241
C16 2.00 -2.89 -2.46  0.527
C17 2.95 -3.75 -3.01  -0.617
C18 3.65 -3.42 -4.16  -0.923
C19 3.40 -2.21 -4.81  -0.592
C20 2.44 -1.36 -4.33  -0.900
C21 1.71 -1.65 -3.14  0.162
O2 0.86 -0.79 -2.73  0.087
H9 0.69 -4.69 0.15  0.325
H10 2.39 -4.76 -0.31  0.451
H11 1.17 -5.30 -1.46  0.558
H12 3.18 -4.69 -2.53  0.448
H13 4.40 -4.10 -4.55  0.426
H14 3.96 -1.95 -5.70  0.481
H15 2.23 -0.42 -4.81  0.475
C22 1.44 1.39 0.99  -1.390
P1 -0.08 0.69 0.18  1.760
C23 -0.65 2.21 -0.65  1.033
C24 -1.81 2.91 -0.35  -0.254
C25 -2.14 4.03 -1.10  -1.077
C26 -1.33 4.45 -2.14  -0.577
C27 -0.19 3.74 -2.46  -0.970
C28 0.16 2.62 -1.72  -0.721
C29 -1.10 0.28 1.63  1.188
C30 -1.55 1.22 2.55  -0.778
C31 -2.31 0.81 3.63  -0.998
C32 -2.60 -0.53 3.81  -0.966
C33 -2.12 -1.47 2.92  -0.810
C34 -1.36 -1.07 1.84  -0.399
P2 2.72 0.18 1.63  -0.144
C35 3.68 1.27 2.72  0.687
C36 3.75 2.65 2.54  -0.281
C37 4.38 3.43 3.49  -0.654
C38 4.98 2.85 4.59  -0.551
C39 4.97 1.47 4.74  -0.651
C40 4.34 0.68 3.81  -0.561
C41 1.83 -0.86 2.84  0.577
C42 1.25 -0.26 3.97  -0.155
C43 0.66 -1.06 4.93  -0.722
C44 0.65 -2.44 4.79  -0.756
C45 1.22 -3.03 3.67  -0.566
C46 1.80 -2.24 2.70  -0.639
H16 1.10 2.01 1.83  0.973
H17 1.95 2.02 0.26  0.931
H18 -2.46 2.57 0.45  0.539
H19 -3.03 4.59 -0.86  0.482
H20 -1.60 5.33 -2.71  0.490
H21 0.43 4.05 -3.29  0.472
H22 1.04 2.05 -1.96  0.405
H23 -1.32 2.27 2.42  0.598
H24 -2.67 1.54 4.34  0.470
H25 -3.20 -0.84 4.65  0.494
H26 -2.32 -2.52 3.08  0.605
H27 -0.94 -1.81 1.16  0.145
H28 3.32 3.12 1.67  0.384
H29 4.40 4.50 3.36  0.415
H30 5.48 3.47 5.32  0.398
H31 5.46 1.01 5.59  0.427
H32 4.33 -0.40 3.92  0.412
H33 1.28 0.81 4.09  0.490
H34 0.22 -0.60 5.80  0.488
H35 0.22 -3.05 5.56  0.457
H36 1.22 -4.10 3.57  0.469
H37 2.26 -2.69 1.83  0.598

Summary:
E_LUMO (alpha / beta) = -9.18 / -9.18 eV
2S+1 = 1
Total charge = +2
Orbital gap (alpha / beta) = 3.385 / 3.407 eV